*a*
# CHClF2O

The molecule CHClF2O (ωB97M-V with the def2-TZVPD basis set, OMol25).

```
! wB97M-V def2-TZVPD RIJCOSX def2/J DEFGRID3
* xyz 0 1
C 0.464 0.026 1.286
O -0.789 0.650 -1.968
F -0.199 -0.867 1.929
F 1.593 -0.499 0.962
Cl -0.134 0.967 -0.030
H -0.936 -0.277 -2.179
*
```

These are the natural (NBO) partial charges, in e, on atoms 1 to 5: number 1, C, carries 0.618; number 2, O, carries -0.750; number 3, F, carries -0.285; number 4, F, carries -0.302; number 5, Cl, carries 0.273

***

*b*
# CHClF2O

A structure of composition CHClF2O (ωB97M-V with the def2-TZVPD basis set, OMol25).

```
! wB97M-V def2-TZVPD RIJCOSX def2/J DEFGRID3
* xyz 0 1
C -0.054 0.375 -0.125
O -1.177 -0.060 0.346
F 0.637 1.279 0.555
F 0.084 0.751 -1.432
Cl 1.478 -1.425 -0.083
H -0.968 -0.920 0.740
*
```

These are the natural (NBO) partial charges, in e, on atoms 1 to 5: number 1, C, carries 1.133; number 2, O, carries -0.662; number 3, F, carries -0.281; number 4, F, carries -0.290; number 5, Cl, carries -0.452

***

Looking at the structures above, which would you pick as the most stable? I would pick *b*.